Record 1
Formula: C16H22MnN2
Source: the OMol25 dataset
Level of theory: ωB97M-V/def2-TZVPD

The geometry in XYZ format:
```
41
Properties=species:S:1:pos:R:3:forces:R:3
C -1.770803 0.448227 -1.097419 -1.492 -0.307 0.700
C -1.832800 0.600821 0.332087 -2.262 -1.517 -0.474
C -1.396928 -0.639318 0.938318 -1.858 -0.470 -1.207
C -1.015200 -1.531794 -0.155479 -2.460 -0.045 0.043
C -1.356151 -0.877537 -1.392709 -0.057 -0.361 0.909
Mn 0.186913 0.216613 -0.005449 4.370 -0.526 -0.795
N 1.504940 -1.992155 -2.454709 -0.089 0.292 -0.582
C 0.411415 2.085560 0.235973 0.261 3.101 1.134
C 0.555735 1.469337 1.563572 0.504 1.176 -0.469
H -1.290084 -0.817913 1.998428 -0.019 0.013 -0.202
H -2.173359 1.497832 0.831521 0.236 -0.135 0.104
H -0.610957 -2.537069 -0.090369 0.040 0.387 0.083
H -1.420242 -1.351657 -2.373551 0.680 0.276 0.393
H -2.131653 1.182240 -1.819556 0.324 -0.151 0.225
H -0.252888 1.490034 2.298856 0.079 0.130 -0.221
H 1.295589 2.563565 -0.219503 -0.273 -0.099 0.240
H 0.782531 -1.496892 -3.019555 0.593 -0.149 0.428
H 1.549310 1.426382 2.014869 -0.282 -0.097 -0.147
H -0.524299 2.642275 0.087602 0.554 0.150 -0.237
C 5.657576 0.162187 -0.792408 -0.794 -0.493 -0.133
N 4.524104 -0.563690 -1.348205 2.461 0.095 -1.468
C 4.824590 -1.588434 -2.352754 -0.305 0.167 0.711
C 3.326014 -0.383692 -0.738319 -1.413 0.361 1.586
C 2.879576 -1.200930 0.363241 0.158 -0.729 0.773
C 3.685921 -2.255335 0.900935 0.059 0.205 -0.450
C 3.318497 -2.943842 2.058191 0.260 -0.150 -0.384
C 2.152437 -2.600822 2.723409 -0.638 0.712 0.005
C 1.343402 -1.561198 2.204498 1.119 -0.942 -0.096
C 1.627741 -0.930096 0.994372 0.624 -0.426 -0.160
H 6.465081 0.183617 -1.525212 0.143 0.152 0.022
H 6.017398 -0.310107 0.134309 0.178 0.094 0.070
H 5.330358 1.177031 -0.548964 0.157 0.098 0.025
H 4.974895 -2.581482 -1.900356 0.016 -0.036 -0.144
H 3.999991 -1.665566 -3.070702 -0.007 -0.064 0.196
H 5.757531 -1.291713 -2.845212 -0.062 -0.065 -0.118
H 2.875893 0.631337 -0.836786 0.046 -0.709 0.065
H 2.048852 -1.244422 -1.980510 -0.660 -0.360 -0.423
H 4.588207 -2.565771 0.364242 -0.102 0.164 0.200
H 3.932108 -3.769810 2.427894 -0.070 0.177 -0.148
H 1.824104 -3.146785 3.610890 0.188 0.093 -0.034
H 0.461908 -1.292740 2.773324 -0.208 -0.013 -0.020
```
Forces are in eV/Å.

Properties
Spin multiplicity: 6
Highest occupied orbital energy (alpha / beta): 1.97 / 1.23 eV
Charge: -2

Okay, here come the Mulliken numbers, in e, for every atom: C -0.3700; C -0.9942; C -0.6698; C -0.7103; C -0.3649; Mn -0.1624; N -0.8552; C -0.8269; C -0.8249; H 0.6180; H 0.5735; H 0.3320; H 0.6063; H 0.3759; H 0.1837; H 0.3455; H -0.0526; H 0.4239; H 0.2650; C -0.9844; N 0.5387; C -1.2224; C -2.0585; C 1.6032; C -0.6384; C -0.6318; C -0.6329; C 0.5125; C 0.1704; H 0.3252; H 0.2632; H 0.2662; H 0.2011; H 0.4896; H 0.3307; H 0.3016; H 0.3617; H 0.1198; H 0.3118; H 0.3269; H 0.1533

Record 2
Formula: C16H22N2O3
Source: the OMol25 dataset
Level of theory: ωB97M-V/def2-TZVPD

The geometry in XYZ format:
```
43
Properties=species:S:1:pos:R:3:forces:R:3
C 0.464307 0.389421 -4.568358 -6.434 8.206 -3.872
H 1.079697 1.262603 -4.799112 -0.320 0.514 -0.694
H -0.589017 0.894386 -4.086494 2.513 -1.168 -1.287
H 0.125014 -0.065162 -5.481523 0.236 -0.624 -0.157
C 1.109629 -0.255840 -3.633498 3.147 -13.902 1.833
C 0.257840 -1.651985 -3.318007 1.851 -1.391 -2.131
H 0.523597 -2.536005 -4.012082 -0.044 1.404 1.092
C 0.295393 -2.080856 -1.923331 4.275 -5.850 2.660
N -0.054920 -1.061827 -1.010842 -1.535 -0.430 3.339
C -0.721717 -1.383423 0.182477 -0.891 -6.695 -4.985
O -1.078070 -2.760142 0.394171 2.130 6.280 0.050
N -1.390702 -0.419095 0.731649 -0.075 5.120 4.497
H -1.037242 0.751654 0.613995 -1.224 -4.937 0.301
C -1.738647 -0.698354 2.277030 3.741 3.865 -0.772
C -1.670351 0.804371 2.977913 6.387 -8.903 4.481
C -0.116108 1.220878 2.854514 -12.808 7.623 -6.881
C 0.136393 2.427495 2.059124 -7.313 -3.375 -0.558
C 1.369971 2.822607 1.802282 -7.371 7.059 -6.580
C 2.190909 2.302121 2.575906 15.410 -4.337 4.075
C 2.163887 1.148773 3.397817 -5.358 4.627 -2.902
C 0.800884 0.830879 3.507783 11.169 -11.260 10.123
H 0.732959 -0.236499 4.201742 -0.561 2.896 -1.614
H 2.897517 0.730533 3.947579 2.408 -1.059 1.390
H 3.420529 2.527464 2.345815 -3.204 0.088 0.686
H 1.155082 3.728022 1.031156 2.546 -1.793 1.763
H -0.882499 2.798464 1.536894 2.673 -0.304 0.955
H -2.238485 1.507005 2.666502 -4.239 4.276 -2.489
H -1.983230 0.419161 4.084548 0.903 1.701 -2.340
H -0.904860 -1.436650 2.661793 -1.707 1.631 -0.515
C -3.058606 -1.227570 2.368511 -8.472 0.781 0.502
O -4.135927 -0.696555 2.879196 5.300 -1.011 -0.903
O -3.307108 -2.255335 1.620360 1.458 -1.944 -0.339
H -2.423421 -2.672472 1.268554 -0.701 0.578 -0.268
C 0.415024 0.354789 -1.332181 -7.520 -3.560 0.161
H -0.494633 0.791965 -1.762433 0.019 0.680 0.302
C 1.322436 0.104980 -2.302060 6.211 7.495 -2.651
H 2.217194 -0.077779 -1.907985 3.574 -3.167 1.687
H 1.869612 1.087556 -2.494261 -0.988 0.857 0.204
H 0.638275 0.774003 -0.446058 1.553 1.820 2.669
H -0.240516 -3.198392 -1.726541 0.992 3.673 -0.349
H 1.567725 -2.481304 -1.591569 -3.292 1.070 -1.079
H -0.763214 -1.591497 -3.441697 -2.595 1.128 -1.071
H 2.075400 -0.892387 -4.149275 -1.845 2.337 1.668
```
Forces are in eV/Å.

Properties
Energy relative to the best compared isomer or geometry (same formula, charge and spin): 15.630 eV
Spin multiplicity: 1
Highest occupied orbital energy: -8.95 eV

Okay, here come the Mulliken numbers, in e, for every atom: C -1.6006; H 0.3372; H 0.2450; H 0.4207; C 0.8750; C -1.1294; H 0.3462; C -0.6867; N 0.4485; C 0.4973; O -0.8373; N -0.1885; H 0.2302; C -0.0417; C -1.3164; C 0.2444; C 0.0146; C -0.3602; C -0.3452; C -1.0777; C 0.6659; H 0.0599; H 0.5731; H 0.1128; H 0.2533; H 0.2965; H 0.5560; H 0.3309; H 0.2157; C 0.5051; O -0.6683; O -0.4812; H 0.4237; C -0.5488; H 0.0751; C -1.8770; H 0.7484; H 0.5342; H 0.8732; H 0.2445; H 0.2604; H 0.4309; H 0.3404

Record 3
Formula: C16H22N2O3Pd
Source: the OMol25 dataset
Level of theory: ωB97M-V/def2-TZVPD

The geometry in XYZ format:
```
44
Properties=species:S:1:pos:R:3:forces:R:3
Pd -0.447222 0.132486 -0.426167 -0.070 -0.228 -0.091
C -2.098763 2.192046 -2.069320 0.019 0.082 0.028
O -1.201288 2.486322 -1.009516 -0.120 -0.099 -0.024
C -1.808485 3.159067 0.072687 0.009 0.044 0.009
C -2.664954 2.261372 0.954897 0.029 -0.003 0.035
O -1.984194 1.132086 1.465624 0.049 0.173 -0.055
C -1.417707 1.269180 2.751789 -0.152 -0.076 0.050
C -0.194734 2.163816 2.863289 0.089 -0.021 0.042
O 0.842661 1.880344 1.962768 -0.023 0.107 0.008
C 1.497642 0.651883 2.201736 -0.005 -0.040 0.035
H -2.554985 3.114946 -2.448775 -0.006 -0.001 -0.007
H -1.514469 1.720320 -2.854700 0.006 -0.003 -0.003
H -2.881324 1.496823 -1.758209 -0.010 -0.011 -0.009
H -0.993344 3.603345 0.640226 0.049 -0.043 0.008
H -2.450543 3.971449 -0.298725 0.027 0.020 0.001
H -3.074691 2.867953 1.773895 -0.021 -0.001 -0.019
H -3.504919 1.871325 0.377039 -0.013 -0.015 0.011
H -2.164946 1.665319 3.455711 -0.026 -0.062 -0.009
H -1.179476 0.250626 3.059415 0.038 0.001 0.013
H -0.462574 3.206828 2.692550 -0.035 0.026 0.007
H 0.147363 2.082204 3.908007 0.065 0.036 -0.025
H 1.932471 0.632743 3.210014 0.002 0.015 0.004
H 0.825071 -0.202265 2.078468 -0.005 -0.011 -0.034
H 2.287932 0.567034 1.460119 0.004 -0.006 0.003
C -0.615899 -3.677315 1.319975 0.019 -0.019 -0.003
C 0.653663 -4.161783 1.032711 -0.014 -0.002 0.012
C 1.365100 -3.566940 0.004614 0.009 -0.007 -0.006
C 0.801967 -2.500472 -0.683457 0.006 -0.048 0.010
N -0.435003 -2.029379 -0.418448 0.078 0.137 0.005
C -1.123156 -2.635946 0.565104 -0.037 0.027 0.006
C 1.554880 -1.770733 -1.724649 0.008 -0.006 0.005
C 2.287794 -2.430262 -2.707700 -0.011 -0.015 0.016
C 2.938280 -1.683409 -3.671750 0.004 -0.001 -0.011
C 2.834797 -0.299277 -3.626095 0.010 -0.003 -0.003
C 2.091555 0.274564 -2.610678 -0.014 0.002 0.003
N 1.465906 -0.435184 -1.668246 0.047 0.028 -0.004
H -1.217159 -4.115726 2.105255 -0.006 0.012 0.000
H 1.078578 -4.979705 1.599109 0.004 0.000 -0.001
H 2.365927 -3.896294 -0.243246 -0.003 -0.001 -0.006
H -2.125946 -2.263566 0.730401 -0.004 -0.001 -0.008
H 2.313467 -3.511803 -2.726218 0.011 0.003 -0.002
H 3.505889 -2.169542 -4.454589 -0.003 -0.003 0.002
H 3.330466 0.324797 -4.357091 -0.007 0.008 0.002
H 1.994372 1.350722 -2.527823 0.001 0.003 0.003
```
Forces are in eV/Å.

Properties
Energy relative to the best compared isomer or geometry (same formula, charge and spin): 0.195 eV
Spin multiplicity: 1
Highest occupied orbital energy (alpha / beta): -5.17 / -5.17 eV

Okay, here come the Mulliken numbers, in e, for every atom: Pd 0.0319; C -0.8045; O -0.2185; C -0.5326; C -0.6126; O -0.1631; C -0.6606; C -0.6443; O -0.2606; C -0.5983; H 0.3408; H 0.2397; H 0.3087; H 0.1846; H 0.4412; H 0.4051; H 0.3602; H 0.3547; H 0.3744; H 0.3377; H 0.4431; H 0.3583; H 0.1691; H 0.1785; C -0.4943; C -0.4357; C -0.7364; C 0.6593; N -0.5333; C -0.3218; C 0.7725; C -0.8336; C -0.4241; C -0.5912; C -0.4872; N 0.0594; H 0.3981; H 0.4169; H 0.4066; H 0.4301; H 0.4470; H 0.4080; H 0.3847; H 0.4420

Record 4
Formula: C16H22N2O4S
Source: the OMol25 dataset
Level of theory: ωB97M-V/def2-TZVPD

The geometry in XYZ format:
```
45
Properties=species:S:1:pos:R:3:forces:R:3
C -7.598337 -0.037180 -0.634224 -0.001 0.030 -0.003
O -6.513577 -0.842768 -0.247993 0.040 -0.116 0.149
C -5.280848 -0.503731 -0.835771 0.166 0.204 0.026
C -4.665911 0.797661 -0.307400 -0.072 -0.235 -0.210
C -3.351814 1.147042 -1.009125 -0.468 0.436 0.228
N -2.285311 0.190733 -0.792568 0.427 -0.137 0.748
S -1.673324 0.105782 0.779201 0.295 -0.379 -0.667
O -2.143109 -1.097328 1.408070 0.124 -0.109 -0.178
O -1.910299 1.366057 1.417973 0.073 0.233 -0.240
C 0.064774 -0.067379 0.422793 -0.667 -0.062 0.309
C 0.604940 -1.339592 0.356299 0.010 0.026 0.044
C 1.948706 -1.512148 0.051371 0.124 0.236 -0.088
C 2.676634 -0.354010 -0.173213 -0.784 0.133 0.167
C 2.143710 0.934433 -0.093697 -0.105 -0.257 -0.066
C 0.808219 1.085324 0.207235 0.281 0.049 -0.036
C 3.261760 1.903285 -0.344009 -0.026 0.236 0.138
C 3.528803 2.849550 0.827703 0.082 -0.075 -0.166
C 4.466375 0.980099 -0.582895 -0.007 0.230 -0.123
O 5.604799 1.302350 -0.818468 0.177 0.105 -0.014
N 4.019774 -0.309211 -0.469434 0.067 -0.262 0.024
C 4.778778 -1.529555 -0.600781 0.337 -0.190 0.015
C 4.163334 -2.600887 0.301267 -0.063 -0.015 -0.183
C 2.681311 -2.820475 -0.027450 0.067 -0.046 0.058
H -8.489729 -0.518317 -0.235946 -0.041 0.083 -0.049
H -7.529426 0.976742 -0.225803 -0.024 -0.016 -0.024
H -7.676317 0.024354 -1.727287 -0.020 0.007 0.014
H -5.393702 -0.439232 -1.931865 0.027 -0.045 0.063
H -4.626522 -1.345897 -0.593287 0.007 0.057 -0.120
H -5.362875 1.623539 -0.460487 -0.017 0.036 0.045
H -4.477824 0.695749 0.762537 -0.116 0.065 0.037
H -3.503326 1.241308 -2.089104 0.085 0.033 0.080
H -2.979698 2.094768 -0.616619 -0.159 0.062 -0.223
H -2.529412 -0.740179 -1.096274 0.094 -0.243 0.005
H -0.036497 -2.180463 0.567651 -0.025 -0.193 0.040
H 0.327281 2.044716 0.299393 0.003 0.224 -0.004
H 3.091909 2.495847 -1.248316 0.073 -0.094 -0.016
H 4.439041 3.413263 0.639296 0.049 0.073 0.018
H 3.652360 2.283068 1.747945 0.006 -0.024 0.105
H 2.698620 3.539268 0.952803 -0.059 0.066 0.043
H 5.815247 -1.319325 -0.325661 -0.106 -0.014 -0.081
H 4.760365 -1.860092 -1.646656 0.068 0.008 0.081
H 4.716472 -3.531977 0.178511 0.034 0.025 0.037
H 4.253240 -2.283597 1.342009 0.056 -0.030 0.037
H 2.242783 -3.539898 0.664977 -0.016 -0.035 -0.042
H 2.585696 -3.231144 -1.037087 0.005 -0.082 0.023
```
Forces are in eV/Å.

Properties
Energy relative to the best compared isomer or geometry (same formula, charge and spin): 2.286 eV
Spin multiplicity: 1
Highest occupied orbital energy: -8.55 eV
SMILES string: COCCCNS(=O)(=O)c1cc2c3c(c1)[C@@H](C)C(=O)N3CCC2

Okay, here come the Mulliken numbers, in e, for every atom: C -0.6970; O -0.3787; C -0.4562; C -0.1704; C -1.0981; N -0.2123; S 1.4895; O -0.7267; O -0.6974; C 0.0705; C -1.0042; C 0.4394; C -0.2030; C 0.2631; C -0.6467; C 0.5567; C -1.4659; C 0.1842; O -0.6719; N -0.0435; C -0.7118; C -0.7377; C -0.8892; H 0.2600; H 0.2746; H 0.3037; H 0.3166; H 0.2544; H 0.3950; H 0.2186; H 0.4917; H 0.3314; H 0.3281; H 0.5522; H 0.5339; H 0.3186; H 0.3879; H 0.3978; H 0.3615; H 0.4215; H 0.2569; H 0.3871; H 0.3058; H 0.4089; H 0.3010

Record 5
Formula: C16H22N4O2S
Source: the OMol25 dataset
Level of theory: ωB97M-V/def2-TZVPD

The geometry in XYZ format:
```
45
Properties=species:S:1:pos:R:3:forces:R:3
C -2.277644 -0.430622 -2.941830 0.014 0.016 0.012
C -2.034948 0.416849 -1.701026 -0.017 -0.023 -0.016
C -2.461706 -0.253255 -0.374248 0.042 0.007 -0.020
C -3.974858 -0.497870 -0.309507 -0.013 -0.010 0.018
C -1.739377 -1.525743 -0.226172 0.001 -0.001 0.005
N -1.144644 -2.498504 -0.081328 -0.001 0.006 0.000
C -2.077975 0.725002 0.759061 -0.031 0.012 -0.010
O -2.528226 1.853608 0.752539 0.022 0.003 0.006
N -1.239529 0.272721 1.714859 0.006 0.007 -0.004
C -0.683787 1.175903 2.714452 0.001 -0.010 0.015
C 0.082244 0.377469 3.730540 -0.016 0.012 -0.020
C 1.403136 0.260747 3.800047 0.014 -0.024 0.029
C 2.417601 0.919585 2.905974 -0.033 -0.059 0.046
N 3.443561 -0.005612 2.433267 0.060 0.071 -0.059
C 3.381887 -0.763412 1.295553 -0.037 0.076 -0.055
O 4.377758 -1.224208 0.781418 -0.006 -0.099 0.065
C 1.995380 -1.022518 0.712677 0.019 0.025 -0.012
C 1.766261 -0.248495 -0.549636 -0.009 0.020 -0.011
C 1.712688 -0.724135 -1.823277 0.010 -0.009 0.001
C 1.509297 0.328116 -2.762982 0.003 -0.014 0.000
C 1.412030 0.130894 -4.242923 -0.024 -0.001 0.002
N 1.407764 1.532138 -2.251624 -0.009 0.014 0.026
S 1.554819 1.450305 -0.612424 0.005 -0.026 -0.023
H -1.910632 0.099828 -3.820684 0.002 -0.009 -0.007
H -1.750547 -1.385435 -2.882391 0.000 0.001 -0.003
H -3.336293 -0.634824 -3.103537 -0.002 -0.002 0.008
H -0.975639 0.669557 -1.631844 0.000 0.007 0.004
H -2.580130 1.359149 -1.756354 0.002 0.002 0.010
H -4.253564 -0.964486 0.635288 -0.003 0.008 0.002
H -4.479803 0.463134 -0.390530 -0.001 0.001 -0.002
H -4.298066 -1.147819 -1.120249 0.007 -0.001 0.000
H -0.881996 -0.666992 1.660065 0.001 0.000 -0.009
H -0.062625 1.928049 2.223826 -0.015 -0.007 -0.018
H -1.503486 1.716952 3.188861 0.000 -0.007 0.011
H -0.520434 -0.173696 4.445303 0.001 -0.002 -0.001
H 1.829513 -0.374104 4.570791 -0.005 0.004 0.001
H 1.941637 1.427306 2.067466 -0.006 0.003 0.009
H 2.934119 1.697436 3.471305 0.012 -0.002 -0.006
H 4.392481 0.167579 2.727563 -0.003 0.013 -0.003
H 1.945598 -2.085722 0.482324 0.007 0.001 -0.001
H 1.222696 -0.805432 1.445978 -0.012 -0.007 0.012
H 1.818779 -1.767687 -2.082502 -0.007 0.000 0.003
H 0.625521 -0.586207 -4.483931 0.009 -0.005 -0.001
H 1.191649 1.076937 -4.731662 0.011 0.004 0.005
H 2.349477 -0.262496 -4.638484 0.003 0.002 -0.005
```
Forces are in eV/Å.

Properties
Energy relative to the best compared isomer or geometry (same formula, charge and spin): 1.024 eV
Spin multiplicity: 1
Highest occupied orbital energy: -9.44 eV

Okay, here come the Mulliken numbers, in e, for every atom: C -1.3630; C -0.3288; C 2.6697; C -2.0286; C -0.5287; N -0.6016; C -0.1699; O -0.6604; N -0.1133; C -0.7477; C -0.3948; C -0.4115; C -0.1990; N -0.1142; C -0.0027; O -0.6510; C 0.1860; C 0.6485; C -0.6234; C 0.7153; C -1.3812; N -0.6140; S -0.0262; H 0.3967; H 0.2910; H 0.3926; H -0.0880; H 0.4795; H 0.4436; H 0.4162; H 0.4571; H 0.4181; H 0.2727; H 0.5447; H 0.3812; H 0.3613; H -0.1600; H 0.4436; H 0.2633; H 0.5020; H -0.5003; H 0.4361; H 0.2852; H 0.3427; H 0.3613